[1]
Here is C50H97FN3O12S2 as an isolated structure at a distorted geometry from OMol25. Energies are from wB97M-V/def2-TZVPD.

Computed properties:
total charge	+1
HOMO	-9.2	eV

Last column: Löwdin charge in e.
CARTESIAN COORDINATES (ANGSTROEM)
C  4.381  -0.154  1.541  0.001
C  3.646  1.134  1.259  -0.292
C  3.466  2.016  2.492  -0.067
O  3.228  1.182  3.645  -0.038
C  2.685  1.811  4.708  -0.548
O  3.226  1.890  5.761  0.159
C  1.290  2.353  4.489  -0.321
S  0.015  1.388  5.304  1.100
N  -0.398  0.247  3.998  -0.273
C  0.667  -0.791  3.692  -0.075
C  1.348  -0.414  2.398  -0.147
N  0.457  -0.427  1.250  -0.054
C  0.465  -1.686  0.500  -0.147
C  1.808  -2.058  -0.128  -0.120
C  2.656  -0.923  -0.731  -0.219
N  1.866  0.217  -1.188  -0.045
C  1.070  -0.104  -2.381  -0.122
C  -0.244  0.625  -2.398  -0.137
C  -1.429  -0.105  -2.534  -0.036
C  -2.681  0.518  -2.501  -0.076
C  -2.756  1.904  -2.338  -0.081
C  -1.581  2.651  -2.222  -0.033
C  -0.340  2.013  -2.254  -0.276
O  0.802  2.799  -2.128  0.015
C  -0.869  -0.073  1.630  -0.301
F  -1.546  0.438  0.538  0.061
C  -0.885  0.971  2.733  -0.222
C  -2.279  1.496  2.992  -0.124
C  -2.725  2.652  2.075  -0.112
C  -1.628  3.664  1.836  -0.222
C  -1.546  4.818  2.629  -0.035
C  -0.521  5.751  2.435  -0.077
C  0.434  5.543  1.438  -0.079
C  0.361  4.400  0.635  -0.063
C  -0.664  3.468  0.833  -0.043
O  4.413  1.965  0.375  0.045
C  4.284  1.725  -0.939  -0.450
O  3.576  0.866  -1.382  0.066
C  5.101  2.669  -1.766  -0.426
S  6.874  2.649  -1.371  0.765
H  5.401  0.072  1.843  0.117
H  3.899  -0.724  2.330  0.086
H  4.413  -0.764  0.641  0.079
H  2.678  0.949  0.797  0.128
H  4.348  2.628  2.661  0.141
H  2.619  2.684  2.332  0.130
H  1.224  3.327  4.971  0.113
H  1.053  2.493  3.439  0.063
H  -1.218  -0.254  4.362  0.120
H  0.181  -1.761  3.619  0.139
H  1.356  -0.837  4.530  0.127
H  1.778  0.582  2.504  0.086
H  2.181  -1.092  2.232  0.118
H  0.154  -2.514  1.158  0.125
H  -0.291  -1.601  -0.277  0.113
H  2.422  -2.600  0.593  0.108
H  1.588  -2.781  -0.913  0.102
H  3.397  -0.575  -0.013  0.031
H  3.208  -1.366  -1.557  0.110
H  2.512  0.962  -1.411  -0.097
H  0.842  -1.167  -2.340  0.104
H  1.617  0.056  -3.315  0.133
H  -1.395  -1.176  -2.651  0.086
H  -3.586  -0.066  -2.585  0.099
H  -3.712  2.406  -2.309  0.099
H  -1.607  3.726  -2.117  0.117
H  1.178  2.941  -3.003  0.117
H  -1.467  -0.943  1.961  0.157
H  -0.181  1.770  2.536  0.108
H  -2.930  0.633  2.856  0.099
H  -2.382  1.814  4.028  0.106
H  -3.542  3.161  2.584  0.117
H  -3.123  2.282  1.136  0.114
H  -2.285  5.001  3.398  0.111
H  -0.483  6.642  3.046  0.096
H  1.215  6.270  1.270  0.098
H  1.078  4.229  -0.155  0.090
H  -0.718  2.600  0.191  0.090
H  4.949  2.407  -2.805  0.085
H  4.765  3.684  -1.574  0.087
H  6.917  1.373  -0.985  -0.138
C  -3.141  -4.983  -1.033  -0.058
C  -3.172  -4.327  -2.406  -0.487
C  -3.349  -5.349  -3.513  -0.057
O  -1.987  -3.551  -2.612  -0.065
H  -2.300  -5.679  -0.967  0.082
H  -3.020  -4.232  -0.251  0.066
H  -4.058  -5.542  -0.842  0.078
H  -3.988  -3.604  -2.443  0.139
H  -2.508  -6.051  -3.514  0.086
H  -3.374  -4.858  -4.485  0.077
H  -4.270  -5.916  -3.395  0.062
H  -1.236  -4.156  -2.599  0.084
C  -8.034  -7.281  -3.184  -0.059
C  -7.471  -5.937  -3.619  -0.503
C  -8.548  -5.027  -4.186  -0.059
O  -6.412  -6.114  -4.562  -0.073
H  -8.470  -7.801  -4.041  0.084
H  -7.246  -7.913  -2.774  0.079
H  -8.811  -7.159  -2.429  0.081
H  -6.999  -5.448  -2.763  0.131
H  -8.999  -5.484  -5.071  0.084
H  -8.123  -4.068  -4.484  0.080
H  -9.339  -4.847  -3.457  0.081
H  -6.785  -6.543  -5.340  0.089
C  -3.606  -7.679  -8.353  -0.061
C  -3.149  -6.229  -8.391  -0.499
C  -2.002  -5.975  -7.426  -0.061
O  -4.237  -5.349  -8.108  -0.052
H  -3.962  -7.934  -7.351  0.078
H  -4.426  -7.839  -9.053  0.079
H  -2.792  -8.359  -8.609  0.080
H  -2.838  -5.974  -9.405  0.137
H  -2.337  -6.185  -6.405  0.063
H  -1.691  -4.931  -7.468  0.081
H  -1.139  -6.606  -7.644  0.080
H  -4.538  -5.532  -7.211  0.073
C  3.088  -5.167  -3.754  -0.059
C  3.144  -3.797  -4.409  -0.493
C  4.263  -3.702  -5.433  -0.058
O  3.277  -2.771  -3.419  -0.073
H  4.023  -5.371  -3.224  0.082
H  2.275  -5.214  -3.028  0.071
H  2.940  -5.954  -4.494  0.082
H  2.190  -3.588  -4.896  0.138
H  5.231  -3.865  -4.950  0.083
H  4.278  -2.715  -5.893  0.081
H  4.145  -4.450  -6.217  0.083
H  4.117  -2.914  -2.967  0.085
C  6.876  4.448  5.746  -0.053
C  5.734  5.120  5.002  -0.485
C  5.174  6.307  5.768  -0.052
O  4.695  4.177  4.720  -0.068
H  6.527  4.070  6.711  0.085
H  7.262  3.604  5.175  0.080
H  7.693  5.147  5.928  0.083
H  6.083  5.452  4.023  0.139
H  4.778  5.984  6.735  0.085
H  4.360  6.772  5.212  0.059
H  5.942  7.060  5.949  0.085
H  4.363  3.841  5.561  0.066
C  -5.487  -1.430  2.956  -0.045
C  -4.161  -2.136  3.175  -0.487
C  -4.339  -3.547  3.706  -0.051
O  -3.328  -1.366  4.063  -0.088
H  -6.034  -1.349  3.899  0.088
H  -5.332  -0.423  2.568  0.077
H  -6.109  -1.979  2.250  0.088
H  -3.607  -2.168  2.235  0.128
H  -4.853  -3.527  4.670  0.087
H  -3.374  -4.032  3.849  0.081
H  -4.931  -4.151  3.018  0.086
H  -3.776  -1.313  4.916  0.099
C  2.526  8.969  3.806  -0.069
C  2.900  10.388  3.405  -0.503
C  4.219  10.820  4.026  -0.060
O  1.857  11.299  3.744  -0.048
H  2.400  8.902  4.891  0.081
H  1.582  8.679  3.343  0.068
H  3.296  8.257  3.506  0.068
H  2.976  10.446  2.318  0.138
H  4.144  10.809  5.117  0.081
H  4.471  11.834  3.719  0.081
H  5.033  10.155  3.734  0.078
H  1.756  11.291  4.702  0.087


[2]
Here is C51H112As5F30N5 as an isolated structure at a distorted geometry from OMol25. Energies are from wB97M-V/def2-TZVPD.

Computed properties:
HOMO	-11.1	eV

Last column: Löwdin charge in e.
CARTESIAN COORDINATES (ANGSTROEM)
C  15.973  22.676  22.056  -0.119
C  16.405  21.232  22.020  -0.217
C  15.329  20.353  21.255  -0.068
N  15.703  18.868  21.191  -0.267
C  15.737  18.255  22.503  -0.142
C  15.864  16.784  22.402  -0.167
C  14.744  16.101  21.649  -0.175
C  14.719  16.659  20.196  -0.139
C  14.641  18.159  20.333  -0.085
C  16.969  18.726  20.444  0.012
H  16.748  23.315  22.506  0.081
H  15.058  22.859  22.646  0.087
H  15.861  23.112  21.065  0.070
H  16.624  20.905  23.062  0.110
H  17.396  21.186  21.562  0.104
H  15.191  20.660  20.195  0.139
H  14.322  20.324  21.684  0.126
H  14.817  18.608  23.051  0.150
H  16.585  18.695  22.984  0.104
H  15.822  16.416  23.421  0.120
H  16.860  16.490  21.980  0.121
H  13.785  16.331  22.166  0.099
H  14.981  15.034  21.665  0.090
H  13.800  16.329  19.731  0.094
H  15.578  16.253  19.671  0.111
H  13.711  18.438  20.765  0.113
H  14.788  18.612  19.358  0.133
H  17.742  18.980  21.128  0.083
H  17.002  19.318  19.530  0.126
H  17.059  17.679  20.267  0.076
C  20.842  18.476  18.970  -0.075
C  20.764  17.573  20.208  -0.217
C  21.373  16.224  19.846  -0.123
N  21.602  15.303  20.989  -0.268
C  20.270  14.981  21.579  -0.118
C  19.263  14.336  20.639  -0.144
C  19.819  13.012  20.167  -0.162
C  21.223  13.238  19.489  -0.115
C  22.139  13.986  20.502  -0.092
C  22.474  15.770  22.077  0.044
H  20.192  18.060  18.184  0.064
H  21.883  18.435  18.603  0.083
H  20.437  19.466  19.234  0.083
H  19.690  17.387  20.436  0.095
H  20.996  18.139  21.119  0.087
H  22.357  16.425  19.446  0.139
H  20.802  15.738  19.120  0.073
H  19.828  15.885  21.896  0.093
H  20.453  14.320  22.394  0.139
H  19.045  15.074  19.829  0.104
H  18.325  14.221  21.217  0.126
H  19.178  12.592  19.405  0.076
H  19.891  12.271  20.934  0.108
H  21.164  13.706  18.516  0.085
H  21.629  12.275  19.284  0.106
H  23.128  14.169  20.101  0.135
H  22.194  13.344  21.357  0.123
H  22.558  14.880  22.699  0.116
H  21.956  16.547  22.562  0.073
H  23.446  16.050  21.728  0.113
C  10.475  13.815  21.918  -0.094
C  11.404  14.225  20.767  -0.250
C  12.371  13.167  20.394  -0.171
C  13.112  13.543  19.088  -0.119
N  13.949  12.422  18.505  -0.219
C  14.899  11.835  19.493  -0.081
C  16.204  11.547  18.679  -0.135
C  15.936  11.953  17.293  -0.165
C  14.763  12.920  17.336  -0.076
C  12.982  11.312  18.069  -0.100
C  11.674  11.551  17.272  -0.208
C  11.001  10.199  17.073  -0.097
H  9.736  14.628  22.088  0.080
H  10.932  13.624  22.879  0.046
H  9.909  12.916  21.590  0.081
H  11.810  15.244  21.042  0.118
H  10.846  14.410  19.850  0.115
H  11.928  12.174  20.328  0.116
H  13.234  13.163  21.049  0.097
H  13.837  14.371  19.173  0.111
H  12.427  13.797  18.300  0.089
H  14.376  10.939  19.963  0.151
H  15.064  12.537  20.298  0.085
H  16.570  10.550  18.754  0.113
H  17.047  12.113  19.037  0.095
H  15.598  11.102  16.669  0.122
H  16.874  12.356  16.942  0.096
H  14.065  12.961  16.472  0.122
H  15.050  13.937  17.597  0.127
H  12.603  10.932  19.016  0.106
H  13.706  10.679  17.523  0.142
H  11.852  11.979  16.282  0.096
H  11.046  12.303  17.766  0.116
H  11.568  9.518  16.381  0.096
H  9.997  10.252  16.679  0.074
H  10.969  9.661  17.996  0.060
C  14.993  19.826  14.547  -0.122
C  15.848  18.595  14.560  -0.237
C  15.607  17.672  13.314  -0.167
C  16.717  16.672  13.267  -0.122
N  16.688  15.695  12.096  -0.210
C  17.996  14.874  12.063  -0.085
C  18.994  15.716  11.293  -0.127
C  18.102  16.510  10.224  -0.104
C  16.674  16.492  10.836  -0.104
C  15.454  14.856  12.179  -0.134
C  15.386  13.916  13.367  -0.184
C  14.213  12.969  12.980  -0.074
H  15.258  20.483  15.457  0.099
H  13.918  19.557  14.518  0.077
H  15.162  20.581  13.773  0.064
H  15.586  18.083  15.445  0.084
H  16.904  18.807  14.599  0.103
H  15.384  18.301  12.498  0.093
H  14.657  17.148  13.415  0.090
H  16.678  16.017  14.149  0.102
H  17.682  17.131  13.249  0.117
H  17.747  13.929  11.586  0.137
H  18.396  14.693  13.045  0.097
H  19.753  15.091  10.776  0.120
H  19.532  16.445  11.980  0.132
H  18.246  16.073  9.210  0.116
H  18.396  17.547  10.160  0.097
H  15.875  16.183  10.207  0.119
H  16.414  17.540  11.099  0.122
H  15.525  14.314  11.190  0.155
H  14.685  15.570  12.067  0.114
H  15.283  14.371  14.341  0.067
H  16.249  13.326  13.330  0.090
H  13.959  12.516  13.926  0.051
H  14.306  12.173  12.250  0.077
H  13.352  13.548  12.709  0.067
C  9.113  13.103  26.855  -0.079
C  9.682  14.007  28.026  -0.197
C  11.195  14.287  27.675  -0.172
C  12.112  13.054  27.726  -0.119
N  13.301  13.037  26.772  -0.170
C  14.132  14.335  26.994  -0.045
C  13.754  15.320  25.892  -0.165
C  13.341  14.474  24.744  -0.149
C  12.854  13.108  25.249  -0.015
C  14.100  11.811  26.964  -0.174
C  13.258  10.604  26.943  -0.243
C  13.984  9.431  26.273  -0.074
H  9.919  12.434  26.607  0.029
H  8.948  13.750  26.014  0.066
H  8.199  12.529  27.151  0.086
H  9.654  13.529  29.009  0.101
H  9.219  14.979  28.027  0.098
H  11.516  15.055  28.392  0.120
H  11.136  14.751  26.682  0.104
H  11.563  12.078  27.550  0.114
H  12.556  12.876  28.709  0.139
H  15.181  14.132  26.913  0.128
H  13.836  14.661  27.987  0.125
H  14.610  15.989  25.788  0.127
H  12.902  15.954  26.139  0.084
H  14.142  14.355  24.025  0.102
H  12.558  14.959  24.205  0.081
H  13.267  12.266  24.752  0.095
H  11.826  13.003  25.209  0.087
H  14.690  11.958  27.856  0.143
H  14.835  11.715  26.157  0.110
H  12.344  10.822  26.410  0.100
H  12.974  10.260  27.958  0.128
H  14.117  9.631  25.205  0.060
H  13.458  8.488  26.371  0.075
H  14.957  9.262  26.697  0.078
As  19.855  18.706  24.218  0.725
F  20.957  19.065  22.885  -0.272
F  18.890  17.730  23.064  -0.288
F  18.679  18.325  25.419  -0.249
F  20.733  19.772  25.191  -0.211
F  18.762  20.018  23.768  -0.274
F  20.683  17.277  24.640  -0.231
As  16.197  11.347  23.166  0.778
F  17.869  11.945  22.983  -0.283
F  15.684  12.782  22.204  -0.299
F  14.556  10.912  23.288  -0.230
F  16.819  10.097  24.141  -0.220
F  16.121  12.405  24.582  -0.268
F  16.343  10.434  21.668  -0.246
As  18.832  15.184  16.363  0.906
F  17.149  14.755  15.871  -0.268
F  19.391  14.305  14.947  -0.266
F  20.524  15.589  16.835  -0.277
F  18.231  16.064  17.776  -0.265
F  19.049  13.624  17.242  -0.267
F  18.780  16.703  15.432  -0.264
As  12.528  15.963  15.600  0.827
F  12.697  15.498  17.305  -0.274
F  12.822  17.643  15.903  -0.232
F  12.357  16.244  13.910  -0.237
F  12.381  14.228  15.328  -0.271
F  10.799  16.083  15.883  -0.252
F  14.335  15.737  15.385  -0.289
As  11.642  18.092  23.945  0.754
F  12.222  18.952  22.556  -0.253
F  10.123  18.953  23.951  -0.246
F  11.238  17.236  25.434  -0.263
F  13.229  17.275  23.957  -0.273
F  12.290  19.416  24.841  -0.249
F  11.084  16.765  23.011  -0.229


In hartree, the DFT total energy values for the records above are, in order, -3926.27545 -16459.62900.